126
Properties=species:S:1:pos:R:3:forces:R:3 method="wB97M-V/def2-TZVPD" homo_energy_ev=-7.314 charge=0 orbital_gap_ev=1.309 energy_ev=-145673.078 multiplicity=1
C -0.337 -0.052 4.238 0.87 0.52 0.66
C 0.104 1.467 4.158 -0.52 0.77 -0.30
C -0.139 2.142 2.753 1.02 -0.29 0.04
C 0.421 1.259 1.534 -0.81 1.60 -0.01
C 1.281 2.222 0.623 0.08 -0.11 -0.34
C 1.572 1.653 -0.796 1.27 -1.05 -1.38
C 0.729 1.854 -1.982 1.03 -0.67 -1.32
C -0.633 2.673 -1.895 1.13 -0.27 0.95
C -0.510 4.265 -1.678 -1.41 -0.53 -0.78
C -2.006 4.821 -1.541 0.10 -1.15 -0.51
C -2.735 4.366 -0.212 1.09 -0.04 -0.63
N -3.989 3.553 -0.472 0.19 -0.12 1.70
C -5.071 4.234 0.311 -1.21 -0.22 0.84
C -6.473 3.523 0.264 -0.60 0.63 -0.39
C -7.270 3.721 -1.090 0.32 -0.98 -0.46
C -6.480 3.228 -2.378 -0.83 0.73 0.24
C -3.818 2.185 -0.099 -0.37 -1.25 -1.24
S -3.759 1.044 -1.326 0.07 0.57 0.70
S -3.696 1.583 1.602 -0.65 0.96 -0.15
C -4.102 -0.194 1.611 0.20 -1.39 -0.05
C -2.875 -1.157 1.317 0.09 0.27 -0.92
C -3.117 -2.098 0.048 1.50 -0.64 1.50
C 1.173 1.248 -3.301 0.56 -0.15 1.03
C 0.300 1.386 -4.656 -0.07 -0.23 2.63
P -0.974 -0.037 -4.555 2.12 -1.90 -1.78
O -0.884 -1.023 -5.732 -1.14 2.70 2.67
O -2.524 0.707 -4.356 7.12 4.72 3.09
O -0.630 -0.928 -3.184 -1.31 1.82 -1.20
C 2.410 0.448 -3.441 -0.86 0.93 2.41
C 3.222 0.236 -2.244 -1.63 1.18 -0.10
C 2.794 0.847 -0.956 -0.26 -0.69 -1.67
S 3.908 0.477 0.450 -0.45 -0.73 -0.70
C 4.304 -1.279 0.104 0.10 -1.27 -1.49
C 4.381 -2.313 1.124 0.25 -0.77 -2.75
C 4.674 -3.683 0.658 0.42 1.19 -1.43
N 4.724 -4.773 1.613 -0.68 0.41 -0.39
C 4.913 -3.993 -0.763 -0.31 2.50 -0.41
C 4.843 -2.925 -1.774 -0.42 -0.05 3.22
F 5.075 -3.194 -3.114 -0.39 0.53 1.74
C 4.515 -1.577 -1.325 0.58 -1.54 0.33
N 4.421 -0.547 -2.341 -1.58 0.18 1.13
H 0.608 -0.661 4.295 -1.10 0.27 -0.08
H -0.895 -0.184 5.203 0.40 -0.13 -0.99
H -0.952 -0.401 3.371 0.42 0.43 0.70
H 1.192 1.616 4.425 -1.05 -0.50 -0.31
H -0.461 2.086 4.910 0.54 -0.76 -0.71
H -1.212 2.401 2.567 0.90 -0.34 0.31
H 0.431 3.116 2.750 -0.66 -0.86 0.07
H -0.490 0.988 0.927 1.01 -0.34 0.47
H 1.006 0.378 1.893 -0.54 0.63 -0.51
H 2.249 2.454 1.155 -0.95 -0.27 -0.65
H 0.753 3.205 0.521 0.33 -0.98 0.11
H -1.279 2.414 -2.783 0.64 0.53 0.92
H -1.193 2.256 -1.008 0.57 0.37 -0.95
H 0.138 4.571 -0.823 -0.53 -0.43 -0.72
H -0.103 4.706 -2.617 0.11 -0.18 0.62
H -2.571 4.320 -2.390 0.43 0.63 0.77
H -2.067 5.922 -1.727 0.16 -0.88 0.49
H -2.050 3.716 0.397 -0.32 0.82 -0.36
H -3.007 5.280 0.383 0.08 -0.39 0.19
H -4.735 4.336 1.380 -0.36 0.15 -0.91
H -5.195 5.271 -0.091 0.37 -0.88 0.33
H -6.437 2.427 0.508 0.20 0.90 -0.25
H -7.118 3.991 1.066 0.85 -0.46 -0.66
H -8.202 3.085 -1.031 0.75 0.89 0.06
H -7.558 4.793 -1.280 0.24 -1.01 0.50
H -6.159 2.161 -2.293 0.02 1.00 0.03
H -5.632 3.946 -2.532 -0.50 -1.05 -0.06
H -7.180 3.297 -3.257 0.70 0.00 0.72
H -4.921 -0.416 0.872 0.60 0.57 0.49
H -4.502 -0.478 2.629 0.38 0.91 -0.88
H -1.992 -0.526 1.050 -0.71 -0.52 0.31
H -2.558 -1.766 2.210 -0.62 0.65 -0.85
H -2.781 -3.132 0.366 -0.56 0.69 -0.65
H -4.206 -2.134 -0.261 1.96 1.27 -0.96
H -2.434 -1.819 -0.801 -1.28 -0.18 0.57
H 0.945 1.257 -5.571 -0.94 -0.07 0.80
H -0.184 2.421 -4.641 1.00 -2.95 0.39
H -2.385 1.689 -4.467 -0.18 -1.04 0.07
H -1.248 -1.683 -3.117 0.47 0.14 -0.16
H 2.708 -0.020 -4.417 -0.45 0.51 1.03
H 4.194 -2.088 2.196 0.21 -0.30 -1.06
H 5.580 -5.326 1.527 -0.41 0.38 -0.20
H 3.939 -5.387 1.360 0.54 0.10 0.42
H 5.160 -5.015 -1.134 -0.29 0.90 0.69
H 4.496 -0.931 -3.284 0.18 -0.03 0.46
Mg -5.386 -3.120 0.479 -0.80 -1.27 0.44
N -2.142 3.469 6.771 -0.06 0.25 0.08
O -3.000 4.086 7.407 0.07 -0.13 -0.07
O -2.279 2.254 6.562 -0.01 -0.05 -0.05
O -1.144 4.060 6.341 -0.06 -0.14 0.00
O -3.610 -5.095 -2.076 -0.05 0.90 0.54
Cl -3.800 -6.351 -2.793 -0.14 -1.08 -0.50
O -2.617 -6.636 -3.563 -0.09 0.29 0.17
O -4.938 -6.222 -3.672 0.06 0.24 0.16
O -4.034 -7.407 -1.840 0.00 0.32 0.04
Mg 2.706 3.006 -4.329 0.49 0.52 0.08
F -3.459 6.565 1.635 0.05 -0.43 -0.48
C 5.091 -1.582 5.386 0.29 0.20 -0.07
C 4.578 -2.276 6.633 -0.07 -0.34 0.05
C 3.385 -1.412 7.003 -0.09 0.25 0.15
O 2.862 -0.882 5.777 0.27 -0.15 -0.05
C 3.801 -1.130 4.726 -0.26 -0.03 -0.06
H 5.697 -2.223 4.744 -0.05 0.02 0.00
H 5.692 -0.712 5.666 -0.02 -0.03 -0.05
H 4.244 -3.287 6.384 0.03 0.03 0.04
H 5.316 -2.348 7.432 -0.04 0.03 -0.02
H 3.684 -0.569 7.634 0.01 -0.06 0.07
H 2.605 -1.974 7.521 -0.05 0.08 -0.08
H 3.386 -1.918 4.085 0.04 -0.02 -0.02
H 3.928 -0.225 4.128 -0.10 0.03 0.03
C -1.802 1.447 -8.011 -0.23 -1.87 -2.00
O -1.691 2.254 -6.947 -0.41 -0.49 0.81
H -1.347 1.796 -8.958 0.12 0.49 0.18
H -1.352 0.439 -7.924 0.18 0.06 0.46
H -2.827 1.191 -8.352 -0.31 0.32 0.31
O 9.270 -8.378 -0.988 -1.21 0.82 0.81
C 8.245 -7.659 -1.097 2.18 -1.23 -6.06
C 7.660 -7.334 0.478 -2.17 1.21 6.19
O 6.618 -6.626 0.380 1.32 -0.90 -0.92
H 7.378 -8.077 -1.635 -0.41 -0.65 1.06
H 8.361 -6.663 -1.558 0.41 0.54 1.12
H 8.518 -6.902 1.018 0.42 0.63 -1.10
H 7.560 -8.322 0.957 -0.40 -0.56 -1.18
Cs -0.898 4.120 -5.761 -0.12 3.17 -0.16
Cs -3.868 -0.641 -5.306 -5.99 -5.33 -4.01